DFT (ωB97M-V/def2-TZVPD) results for a 2-piece molecular cluster, C36H39BO4 overall.

The geometry in XYZ format:
```
80
Properties=species:S:1:pos:R:3:lowdin_charge:R:1
C -0.118 -1.863 -4.579 -0.0908
C -0.013 -3.137 -4.025 -0.0855
C -0.353 -3.355 -2.671 -0.0466
C -0.807 -2.345 -1.805 -0.1832
C -1.492 -2.729 -0.475 -0.1904
C -1.205 -2.003 0.705 -0.2074
C -2.335 -1.028 1.190 -0.1326
C -2.341 -0.444 2.487 -0.0443
C -3.489 0.072 3.076 0.0160
C -4.674 -0.002 2.311 -0.2205
C -4.689 -0.481 0.975 -0.1745
C -3.513 -0.921 0.406 -0.0007
C -6.036 -0.366 0.393 -0.1132
C -6.881 0.032 1.603 -0.0916
O -5.927 0.354 2.728 -0.0364
C 0.202 -1.448 1.350 -0.1098
C 0.565 -0.166 1.912 -0.0513
C 1.707 -0.012 2.697 0.0139
C 2.591 -1.105 2.804 -0.2247
C 2.321 -2.338 2.160 -0.1523
C 1.111 -2.482 1.501 -0.0104
C 3.497 -3.224 2.297 -0.1118
C 4.499 -2.388 3.077 -0.0929
O 3.836 -1.064 3.361 -0.0331
C -0.976 -1.089 -2.412 -0.0500
C -0.568 -0.842 -3.735 -0.0799
H 0.161 -1.637 -5.613 0.1043
H 0.198 -3.956 -4.692 0.0932
H -0.247 -4.357 -2.272 0.1004
H -1.421 -3.867 -0.358 0.1368
H -2.603 -2.816 -0.510 0.1241
H -1.123 -2.994 1.263 0.1452
H -1.438 -0.474 3.093 0.1033
H -3.492 0.444 4.101 0.1169
H -3.587 -1.212 -0.649 0.1206
H -6.385 -1.269 -0.092 0.1199
H -6.074 0.429 -0.343 0.1189
H -7.490 0.923 1.440 0.1169
H -7.521 -0.786 1.961 0.1209
H -0.032 0.752 1.752 0.1051
H 1.930 0.881 3.304 0.1284
H 0.854 -3.440 1.049 0.1280
H 3.295 -4.148 2.830 0.1175
H 3.893 -3.469 1.316 0.1127
H 5.406 -2.172 2.510 0.1146
H 4.763 -2.841 4.041 0.1190
H -1.480 -0.292 -1.864 0.1033
H -0.763 0.143 -4.151 0.0987
C 1.653 4.453 -1.732 -0.0015
C 1.051 3.786 -0.494 -0.4801
C 0.860 4.820 0.593 -0.0166
O 1.951 2.825 0.032 0.1158
B 1.618 1.681 -0.693 -0.6296
C 2.736 0.632 -0.853 -0.0638
C 3.988 0.981 -0.325 -0.0266
C 5.065 0.095 -0.420 -0.0794
C 4.862 -1.173 -0.977 -0.0882
C 3.597 -1.523 -1.494 -0.0767
C 2.509 -0.677 -1.316 -0.0222
O 0.313 1.588 -1.099 0.1266
C -0.262 2.903 -0.898 -0.4119
C -1.260 2.860 0.261 -0.0072
C -1.004 3.159 -2.212 -0.0154
H 0.896 5.058 -2.258 0.0936
H 2.475 5.085 -1.380 0.0910
H 2.067 3.661 -2.422 0.1179
H 0.133 5.516 0.184 0.0966
H 0.532 4.402 1.563 0.0875
H 1.832 5.297 0.788 0.0976
H 4.134 1.929 0.182 0.1149
H 6.050 0.377 -0.029 0.1039
H 5.686 -1.869 -0.979 0.0915
H 3.426 -2.477 -2.017 0.1060
H 1.492 -1.041 -1.507 0.0975
H -2.027 3.626 0.091 0.0931
H -1.786 1.890 0.375 0.0898
H -0.745 3.061 1.228 0.0806
H -1.514 4.129 -2.223 0.0890
H -0.317 3.100 -3.067 0.0893
H -1.769 2.378 -2.346 0.0919
```

Frontier orbital gap, eV: 8.141
HOMO energy, eV: -7.50
Net charge: 0
ΔE to the lowest compared entry with this formula, charge and spin, kcal per mole: 0.0
SMILES string: c1ccc(CC(c2ccc3c(c2)CCO3)c2ccc3c(c2)CCO3)cc1.CC1(C)OB(c2ccccc2)OC1(C)C